Computed, not measured: a 2-piece molecular cluster, C2H4O2S overall at a distorted geometry, with ωB97M-V with the def2-TZVPD basis set.

Geometry as XYZ:
```
9
Properties=species:S:1:pos:R:3:forces:R:3:mulliken_charge:R:1
C 0.67102 -0.17452 -0.96516 -1.1 2.4 0.6 0.823
C 1.82812 -0.49832 -0.61702 5.3 -2.4 1.9 -0.997
O -2.33807 -2.03492 -2.51706 -1.5 2.5 -1.6 -0.455
O -0.27265 0.48461 -0.96168 -2.3 -0.2 -1.0 -0.338
S -1.65341 -0.61119 -3.31729 -2.9 -3.1 -2.0 -0.050
H 2.81571 -0.59965 -1.03363 -0.5 0.1 -1.5 0.270
H 2.09428 -0.72509 0.42354 -1.3 0.1 0.0 0.233
H -2.41563 -1.24896 -4.43705 1.8 2.0 1.4 0.202
H -1.65503 -2.31608 -1.98863 2.5 -1.4 2.1 0.312
```
Positions in Å, forces in eV/Å.

Its energy above the lowest of the compared OMol25 structures with the same formula, charge and spin is 91.17 kcal/mol. Its electronic energy is -17065.317 eV. Its structure (SMILES) is C=C=O.OS. As for the HOMO-LUMO gap: 9.2 eV.